(1)
{"formula": "C32H48BrN8Rb", "method": "ωB97M-V/def2-TZVPD", "homo_energy_ev": -6.31, "e_lumo_ev": 0.175, "orbital_gap_ev": 6.482, "multiplicity": 1, "elements": ["Rb", "Br", "C", "C", "C", "C", "C", "C", "C", "C", "C", "C", "H", "H", "H", "H", "H", "H", "C", "N", "C", "C", "N", "C", "C", "C", "C", "C", "C", "N", "C", "N", "C", "C", "N", "C", "C", "N", "C", "C", "H", "H", "H", "H", "H", "H", "H", "H", "H", "H", "H", "H", "H", "H", "H", "H", "H", "H", "H", "H", "H", "H", "H", "H", "H", "H", "H", "H", "C", "C", "N", "C", "C", "C", "C", "N", "H", "H", "H", "H", "H", "H", "H", "H", "H", "H", "H", "H", "H", "H"], "positions_angstrom": [[-0.2181, -0.3474, 0.0338], [1.3607, -0.7662, -2.8633], [3.0055, -1.6775, -2.4485], [3.8589, -1.8692, -3.4947], [5.0835, -2.5306, -3.2639], [5.3963, -2.9592, -2.0071], [4.5089, -2.7551, -0.9204], [4.8464, -3.1964, 0.3825], [3.9753, -2.9875, 1.4119], [2.7401, -2.3355, 1.1799], [2.3136, -1.8660, -0.0511], [3.2527, -2.0966, -1.1114], [3.5995, -1.5212, -4.4848], [5.7650, -2.6875, -4.0903], [6.3365, -3.4655, -1.8174], [5.7968, -3.6949, 0.5375], [4.2314, -3.3238, 2.4122], [2.0951, -2.2048, 2.0520], [3.5503, 1.6524, 0.0475], [2.3802, 2.4852, 0.3389], [1.5636, 2.6899, -0.8441], [1.7140, 2.3169, 1.5321], [0.4138, 2.2651, 1.5512], [-0.2900, 2.6689, 2.6946], [0.0797, 3.7902, 3.4432], [-0.6827, 4.2351, 4.5138], [-1.8460, 3.5621, 4.8564], [-2.2417, 2.4652, 4.1032], [-1.4966, 2.0227, 3.0120], [-1.9183, 0.9124, 2.2586], [-3.1038, 0.9220, 1.7476], [-3.8277, 2.0539, 1.4115], [-3.1479, 3.2897, 1.0761], [-5.2036, 2.2036, 1.8387], [-3.7158, -0.2653, 1.4484], [-3.2230, -1.4955, 2.0298], [-4.6368, -0.4305, 0.3399], [2.5253, 2.1851, 2.6339], [3.7264, 2.9731, 2.8151], [2.1338, 1.3897, 3.7775], [3.2470, 0.7253, -0.4505], [4.0733, 1.3771, 0.9564], [4.2317, 2.2018, -0.6034], [2.1084, 3.2617, -1.5959], [0.6482, 3.2081, -0.5778], [1.3315, 1.7066, -1.2562], [0.9754, 4.3313, 3.1612], [-0.3680, 5.1065, 5.0740], [-2.4426, 3.8886, 5.6982], [-3.1504, 1.9297, 4.3568], [-2.1463, 3.0738, 0.7084], [-3.0608, 3.9692, 1.9301], [-3.7124, 3.7927, 0.2864], [-5.6005, 1.2496, 2.1771], [-5.8308, 2.5719, 1.0219], [-5.2711, 2.9165, 2.6689], [-2.6827, -1.2736, 2.9454], [-2.5549, -2.0206, 1.3417], [-4.0664, -2.1540, 2.2504], [-4.7663, 0.5130, -0.1833], [-5.6134, -0.7794, 0.6876], [-4.2306, -1.1655, -0.3604], [3.8804, 3.6284, 1.9627], [4.6073, 2.3360, 2.9376], [3.6280, 3.5893, 3.7161], [1.3021, 0.7417, 3.5110], [1.8340, 2.0070, 4.6298], [2.9812, 0.7656, 4.0728], [-0.3414, -5.5526, -3.7631], [-1.6484, -5.3844, -2.9993], [-2.0517, -3.9930, -2.8343], [-2.6993, -3.3530, -3.9701], [-1.7950, -2.3992, -4.7460], [-1.7843, -3.2613, -1.7123], [-1.0253, -3.9483, -0.6129], [-2.1604, -2.0439, -1.5134], [-0.0764, -6.6093, -3.8273], [0.4714, -5.0205, -3.2666], [-0.4270, -5.1648, -4.7790], [-1.5751, -5.8573, -2.0232], [-2.4569, -5.8994, -3.5232], [-3.5946, -2.8246, -3.6260], [-3.0509, -4.1478, -4.6284], [-1.3772, -1.6312, -4.0950], [-2.3616, -1.9118, -5.5409], [-0.9571, -2.9303, -5.1969], [-1.7275, -4.5206, 0.0009], [-0.5194, -3.2251, 0.0193], [-0.2544, -4.6257, -0.9739], [-2.6867, -1.6686, -2.2959]], "forces_ev_per_angstrom": [[-0.2787, 0.1659, 0.2772], [0.1343, -0.1164, -0.1685], [-0.0237, 0.0241, -0.0300], [-0.0198, -0.0034, 0.0140], [0.0132, 0.0002, 0.0188], [-0.0026, -0.0010, -0.0006], [-0.0793, 0.0491, -0.0057], [0.0055, 0.0071, -0.0396], [-0.0096, 0.0003, 0.0181], [-0.0274, 0.0247, -0.0300], [0.0298, 0.0095, 0.0139], [0.0425, -0.0481, 0.0281], [0.0062, 0.0030, -0.0017], [0.0070, -0.0062, 0.0077], [0.0007, 0.0019, -0.0110], [-0.0025, -0.0005, 0.0061], [0.0065, -0.0042, -0.0036], [0.0216, -0.0157, 0.0241], [0.0281, 0.0471, 0.0028], [-0.0194, -0.1190, 0.0270], [0.0177, -0.0202, 0.1395], [-0.1346, -0.0371, 0.0975], [0.2423, 0.0769, -0.0476], [0.0334, 0.0238, 0.0281], [-0.0248, -0.0378, 0.0234], [0.0173, -0.0083, -0.0269], [-0.0022, -0.0456, -0.0336], [-0.0060, 0.0481, 0.0454], [-0.0020, -0.0434, -0.0440], [0.1357, -0.0546, 0.0552], [0.0183, 0.0443, -0.0226], [-0.0325, 0.0139, -0.0071], [-0.0215, -0.0010, -0.0085], [0.0047, 0.0009, 0.0016], [-0.1289, -0.0298, 0.0467], [0.0308, 0.0112, 0.0030], [0.0630, -0.0125, -0.0428], [0.0634, 0.0677, 0.0700], [-0.0579, -0.0264, 0.0323], [-0.0345, 0.0111, -0.0694], [-0.0123, 0.0089, -0.0079], [-0.0025, 0.0099, -0.0015], [0.0085, 0.0019, -0.0016], [0.1112, -0.0505, 0.0429], [0.0087, 0.0169, -0.0267], [-0.1883, 0.0718, -0.3577], [0.0142, -0.0052, -0.0047], [0.0039, -0.0037, -0.0044], [-0.0101, -0.0041, -0.0019], [0.0051, -0.0062, -0.0054], [-0.0005, -0.0104, -0.0102], [-0.0018, 0.0014, 0.0052], [-0.0014, -0.0030, -0.0031], [0.0119, -0.0042, -0.0096], [0.0028, 0.0014, -0.0066], [0.0065, 0.0106, 0.0032], [-0.0052, 0.0005, 0.0084], [0.0158, -0.0596, -0.0380], [-0.0126, 0.0021, -0.0083], [-0.0030, 0.0083, 0.0143], [-0.0219, 0.0047, 0.0067], [-0.0253, 0.0089, 0.0377], [-0.0002, -0.0082, -0.0284], [0.0201, 0.0057, -0.0017], [0.0011, 0.0020, -0.0023], [-0.0071, -0.0043, 0.0031], [-0.0204, 0.0206, 0.0027], [-0.0106, -0.0118, 0.0172], [-0.0043, -0.0291, -0.0122], [0.0389, 0.0047, -0.0007], [-0.0609, 0.0804, -0.0082], [0.0262, 0.0100, -0.0237], [0.0002, -0.0004, 0.0084], [0.0155, -0.0073, -0.1168], [0.0617, -0.1650, 0.1695], [0.0744, 0.0482, 0.1037], [0.0132, 0.0106, -0.0100], [0.0007, 0.0055, 0.0017], [0.0057, -0.0065, 0.0108], [-0.0261, 0.0130, 0.0021], [-0.0039, -0.0037, -0.0085], [-0.0131, -0.0329, 0.0019], [-0.0101, 0.0021, -0.0058], [-0.0080, -0.0099, -0.0269], [0.0106, 0.0108, -0.0059], [-0.0135, -0.0006, 0.0106], [0.0726, -0.0212, -0.0009], [-0.0673, 0.0879, -0.0189], [-0.0171, 0.0343, -0.0441], [0.0041, -0.0350, -0.0350]]}

=====

(2)
{"formula": "C32H48NO2OsPS", "method": "ωB97M-V/def2-TZVPD", "homo_energy_ev": [-14.58, -15.03], "s2": 6.057, "e_lumo_ev": [-6.157, -8.821], "orbital_gap_ev": [8.424, 6.208], "multiplicity": 5, "charge": 2, "elements": ["Os", "C", "C", "C", "C", "C", "C", "C", "C", "C", "C", "C", "C", "C", "C", "C", "C", "C", "C", "C", "C", "C", "P", "C", "C", "C", "C", "C", "C", "C", "C", "H", "H", "H", "H", "H", "H", "H", "H", "H", "H", "H", "H", "H", "H", "H", "H", "H", "H", "H", "H", "H", "H", "H", "H", "H", "H", "H", "H", "H", "H", "H", "H", "H", "H", "H", "H", "H", "H", "H", "H", "H", "H", "H", "H", "H", "C", "C", "O", "O", "H", "H", "H", "S", "C", "N"], "positions_angstrom": [[-0.9388, -0.2731, -0.7416], [0.4719, 3.8753, -4.0413], [-0.4314, 2.9816, -3.1820], [-1.2602, 3.8173, -2.2028], [0.3979, 1.9512, -2.4647], [0.2787, 0.5815, -2.7854], [1.1173, -0.3864, -2.1981], [1.4585, -1.6493, -2.9705], [2.7722, -1.3336, -3.7125], [0.4221, -2.0950, -3.9995], [1.8560, -0.0144, -1.0386], [2.0604, 1.3727, -0.7669], [1.3575, 2.3055, -1.5242], [3.0287, 1.9747, 0.2455], [3.1852, 1.2950, 1.6035], [4.3927, 2.2125, -0.4205], [2.5067, -1.0803, -0.2134], [3.8800, -1.2697, -0.3389], [4.5670, -2.1554, 0.4752], [3.8874, -2.8506, 1.4616], [2.5148, -2.7071, 1.5735], [1.7998, -1.8566, 0.7256], [-0.0216, -1.9105, 0.8461], [-0.5592, -3.6513, 0.3720], [0.1079, -4.7697, 1.1904], [-2.0835, -3.7588, 0.5128], [-0.1484, -3.9033, -1.0798], [-0.6080, -1.4620, 2.5843], [-0.5736, -2.6386, 3.5707], [0.2994, -0.3667, 3.1461], [-2.0583, -0.9585, 2.5110], [-0.1420, 4.5603, -4.6250], [1.0809, 3.2921, -4.7324], [1.1379, 4.4761, -3.4198], [-1.1156, 2.4471, -3.8464], [-0.6140, 4.3839, -1.5290], [-1.9333, 3.1961, -1.6104], [-1.8667, 4.5350, -2.7544], [-0.3189, 0.3025, -3.6455], [1.6613, -2.4526, -2.2670], [2.6304, -0.4996, -4.4025], [3.0763, -2.2031, -4.2949], [3.5839, -1.0818, -3.0331], [0.4051, -1.4172, -4.8553], [-0.5881, -2.1718, -3.6035], [0.7027, -3.0753, -4.3838], [1.5258, 3.3570, -1.3226], [2.6145, 2.9654, 0.4522], [3.7758, 0.3825, 1.5634], [2.2222, 1.0646, 2.0532], [3.7012, 1.9857, 2.2710], [4.9239, 1.2763, -0.5895], [5.0107, 2.8268, 0.2340], [4.2934, 2.7300, -1.3750], [4.4262, -0.6940, -1.0729], [5.6347, -2.2806, 0.3547], [4.4170, -3.5126, 2.1331], [1.9973, -3.2748, 2.3327], [-0.0330, -4.6979, 2.2627], [1.1707, -4.8506, 0.9713], [-0.3544, -5.7047, 0.8671], [-2.4030, -3.7723, 1.5530], [-2.3936, -4.7064, 0.0691], [-2.6163, -2.9660, -0.0121], [0.9366, -3.9238, -1.1776], [-0.5714, -3.1896, -1.7785], [-0.5159, -4.8916, -1.3630], [0.4210, -3.0613, 3.7004], [-1.2733, -3.4298, 3.3150], [-0.8781, -2.2446, 4.5420], [1.3230, -0.7166, 3.2785], [-0.0849, -0.0807, 4.1270], [0.3138, 0.5263, 2.5274], [-2.7454, -1.7105, 2.1275], [-2.1646, -0.0516, 1.9168], [-2.3793, -0.7144, 3.5254], [-4.0609, -0.8269, -3.1455], [-2.9134, -0.5730, -2.2531], [-2.0927, -1.5141, -1.9026], [-2.6291, 0.5652, -1.7789], [-4.2443, -1.8927, -3.2444], [-3.8328, -0.4042, -4.1270], [-4.9398, -0.3085, -2.7646], [-0.9573, 3.5734, 1.7442], [-0.8202, 2.2316, 0.9855], [-0.6683, 1.1836, 0.4032]], "forces_ev_per_angstrom": [[-0.0151, 0.0559, 0.0641], [0.0002, 0.0155, -0.0138], [-0.0099, -0.0021, 0.0063], [0.0165, 0.0109, -0.0166], [-0.0129, -0.0085, -0.0147], [0.0308, -0.0054, -0.0014], [-0.0417, 0.0125, -0.0234], [0.0291, -0.0011, -0.0008], [0.0033, -0.0083, -0.0028], [0.0061, -0.0055, -0.0010], [0.0629, -0.0012, 0.0074], [0.0109, -0.0007, -0.0199], [-0.0001, -0.0063, 0.0195], [-0.0098, -0.0006, 0.0138], [-0.0012, 0.0043, 0.0104], [0.0147, -0.0019, 0.0075], [-0.0195, 0.0115, 0.0007], [0.0136, -0.0210, -0.0037], [0.0013, 0.0079, -0.0068], [-0.0026, -0.0026, 0.0022], [-0.0017, -0.0043, 0.0052], [0.0103, 0.0137, -0.0203], [-0.0171, -0.0236, -0.0172], [0.0234, -0.0272, 0.0248], [0.0005, 0.0110, -0.0058], [-0.0056, 0.0086, 0.0028], [-0.0104, -0.0120, -0.0010], [0.0051, -0.0143, 0.0110], [0.0013, 0.0081, -0.0008], [-0.0043, 0.0011, 0.0056], [-0.0044, 0.0087, 0.0100], [0.0004, 0.0005, 0.0021], [-0.0032, -0.0042, -0.0016], [0.0061, -0.0099, 0.0051], [-0.0066, -0.0068, 0.0116], [-0.0129, 0.0010, 0.0076], [-0.0026, -0.0103, 0.0007], [0.0009, -0.0002, 0.0012], [-0.0003, 0.0116, -0.0015], [-0.0023, 0.0142, -0.0098], [-0.0011, 0.0016, -0.0007], [-0.0014, -0.0004, -0.0006], [-0.0054, -0.0076, -0.0083], [-0.0002, 0.0027, 0.0014], [-0.0062, -0.0081, 0.0149], [0.0025, 0.0022, -0.0001], [-0.0008, 0.0007, -0.0025], [0.0009, -0.0011, -0.0036], [-0.0074, 0.0126, 0.0102], [0.0075, 0.0076, -0.0010], [0.0012, 0.0001, -0.0007], [-0.0013, 0.0309, -0.0018], [0.0008, -0.0008, 0.0012], [-0.0033, 0.0018, -0.0009], [-0.0100, -0.0227, 0.0039], [-0.0002, 0.0000, -0.0035], [-0.0016, -0.0022, -0.0006], [-0.0042, -0.0013, 0.0046], [-0.0082, 0.0041, 0.0024], [0.0029, 0.0017, 0.0004], [0.0026, -0.0019, -0.0023], [-0.0009, 0.0019, -0.0044], [-0.0033, 0.0009, -0.0026], [0.0022, 0.0020, -0.0012], [-0.0016, -0.0087, 0.0069], [-0.0029, 0.0051, -0.0080], [-0.0002, -0.0009, 0.0002], [0.0008, -0.0019, -0.0041], [0.0028, 0.0002, -0.0034], [0.0031, 0.0012, 0.0026], [-0.0001, 0.0039, -0.0016], [-0.0041, 0.0063, -0.0023], [0.0012, -0.0139, -0.0072], [0.0001, -0.0016, -0.0038], [0.0030, -0.0046, 0.0087], [-0.0067, -0.0033, 0.0003], [-0.0027, 0.0039, 0.0038], [0.0047, -0.0272, -0.0042], [0.0295, -0.0269, -0.0013], [-0.0134, 0.0513, -0.0107], [-0.0025, -0.0003, -0.0009], [-0.0003, -0.0061, -0.0035], [0.0016, 0.0017, -0.0012], [-0.0061, -0.0028, 0.0197], [0.1162, 0.0000, 0.0029], [-0.1403, -0.0189, -0.0537]]}

=====

Looking at relative energy (zero: lowest compared OMol25 entry of this formula, charge and spin) for the records above, in order, we have 0.0 0.0 kJ/mol.
Looking at E for the records above, in order, we have -116580.861 -62125.087 eV.